[1]
ORCA calculation (wB97M-V/def2-TZVPD) on a gas-phase ion, C4H6BrClN5 (charge +1) at a distorted geometry.

* electronic energy: -3463.53484 Eh
* LUMO level (spin up / spin down): -3.93 / -5.25 eV
* charge: +1
* frontier orbital gap (spin up / spin down): 0.1849 / 0.3013 hartree
* 2S+1: 3
* <S²>: 2.016

Positions of all 17 atoms, in Å:
1 C -2.961774 -0.527614 -0.578832
2 C 0.207629 0.294538 -0.240284
3 C -0.743825 0.371912 -1.427380
4 C -0.239262 2.330092 0.928481
5 N -1.997873 -0.094744 -1.063366
6 N 0.907097 -0.806337 -0.192947
7 N 1.788800 -1.030769 0.711584
8 N 0.362615 1.257662 0.690565
9 N 2.395239 -2.262614 0.796714
10 Cl -1.668695 2.948120 0.134267
11 Br -4.381413 -1.142657 0.238132
12 H -0.856842 1.400440 -1.780046
13 H -0.368426 -0.267000 -2.231161
14 H 0.114504 2.968012 1.722133
15 H 1.978790 -0.377213 1.472797
16 H 2.052999 -2.864736 0.052345
17 H 3.410429 -2.197084 0.767004

Forces on the atoms, in the same order (eV/Å):
2.2 1.1 -1.1
-0.8 4.1 1.8
1.8 0.8 -0.5
-1.2 2.6 0.9
-3.6 -1.6 1.6
0.0 -4.0 -2.6
1.6 0.3 1.7
1.2 -3.9 -1.8
-0.4 0.3 -0.3
-0.1 0.0 0.0
-0.3 -0.1 0.1
0.0 -0.2 0.0
0.0 0.1 0.1
-0.1 0.3 0.0
-0.1 0.0 -0.1
-0.1 0.2 0.0
-0.1 0.2 0.2

=====

[2]
ORCA calculation (wB97M-V/def2-TZVPD) on a molecular structure, C4H6BrLiNO.

* electronic energy: -2867.31271 Eh
* LUMO level: -5.23 eV
* charge: +1
* frontier orbital gap: 0.2973 hartree

Positions of all 14 atoms, in Å:
1 O 0.595918 1.681551 1.671762
2 C 0.206754 1.060898 0.731253
3 C 1.002880 0.012416 -0.027783
4 C -0.052878 -1.094248 -0.084467
5 C -1.326132 -0.284269 -0.401139
6 Br -2.853107 -1.183573 0.378473
7 N -1.108309 1.039463 0.200777
8 H 1.173602 0.388326 -1.053066
9 H 1.913148 -0.325779 0.485149
10 H -0.175950 -1.477674 0.931758
11 H 0.151428 -1.925624 -0.755065
12 H -1.561345 -0.205699 -1.460694
13 H -1.240218 1.798790 -0.460398
14 Li 3.274206 0.515422 -0.156559

Forces on the atoms, in the same order (eV/Å):
0.3 0.5 -0.2
-0.2 -0.1 0.2
-0.1 -0.4 -0.4
-0.1 0.2 0.2
0.0 0.2 -0.1
-0.1 0.0 0.0
0.6 -0.5 -0.4
0.2 -0.1 0.1
-0.4 -0.2 0.4
0.1 -0.2 -0.1
-0.1 0.2 -0.1
0.2 -0.1 0.0
-0.5 0.2 0.4
0.2 0.3 0.0

=====

[3]
ORCA calculation (wB97M-V/def2-TZVPD) on a gas-phase ion, C4H6BrN2 (charge +1) at a distorted geometry.

* structure (SMILES): [NH2+]=C1CCC(Br)=N1
* electronic energy: -2839.25139 Eh
* LUMO level: -5.13 eV
* charge: +1
* frontier orbital gap: 0.3553 hartree

Positions of all 13 atoms, in Å:
1 N -0.183401 -2.043805 0.358228
2 C 0.316496 -0.861162 0.082642
3 C -0.281668 0.436401 -0.065438
4 C 0.898958 1.339792 -0.050897
5 C 2.184756 0.437231 0.078730
6 Br 3.946797 0.881858 0.201538
7 N 1.816030 -0.840378 0.212456
8 H -1.152367 -2.049659 0.094934
9 H 0.276838 -2.944842 0.431264
10 H -1.013910 0.531151 -0.973819
11 H -0.895961 0.617596 0.683506
12 H 0.967020 2.105046 0.683140
13 H 0.953119 2.001860 -0.895367

Forces on the atoms, in the same order (eV/Å):
-1.4 1.9 -1.5
5.9 -3.1 1.9
0.3 -0.2 -4.7
2.8 1.0 -1.0
-3.6 -2.3 0.2
-0.2 0.3 -0.1
-2.3 2.0 -0.8
-0.7 -0.8 0.4
0.6 0.5 0.0
1.7 -0.2 1.2
-2.9 0.7 3.9
-0.4 0.3 1.4
0.2 -0.1 -1.0

=====

Which value of charge does entry 2 give?
+1

=====

The highest electronic energy belongs to which entry?
C4H6BrN2

=====

Among the records above, which one has the highest electronic energy?
C4H6BrN2